Record 1
12
Properties=species:S:1:pos:R:3:forces:R:3 method="wB97M-V/def2-TZVPD" e_tot_ha=-306.34767 homo_lumo_gap_ev=9.7 e_above_lowest_kcal_mol=99.5
O 0.144836 0.970009 -1.628241 0.0091 0.0483 0.1191
C -0.659865 0.400321 -0.730123 -0.3791 -0.2841 0.1004
C -1.621900 -0.423674 -0.484216 0.1291 0.1063 -0.2501
C -1.059332 0.355208 0.700059 0.1193 0.1418 0.2901
C 2.407015 0.387077 1.071721 0.2030 0.7426 -1.1241
O 2.502182 0.981150 0.106061 -0.0632 -0.6928 1.2447
H 0.804602 1.498616 -1.159079 -0.1227 -0.0649 -0.1348
H 0.641695 -1.981282 -0.022532 0.0773 -0.0110 0.0293
H -2.369141 -1.138815 -0.781683 0.0988 0.1164 0.0286
H -0.426895 -0.155722 1.437623 -0.0931 0.0611 -0.1721
H -1.641578 1.175787 1.135948 0.0919 -0.1110 -0.1017
H 1.278380 -2.068671 0.354461 -0.0703 -0.0526 -0.0295

=====

Record 2
12
Properties=species:S:1:pos:R:3:forces:R:3 method="wB97M-V/def2-TZVPD" e_tot_ha=-306.28994 homo_lumo_gap_ev="7.2 / 8.7" e_above_lowest_kcal_mol=135.8
C -1.232585 -0.569771 -0.756569 -0.2715 -0.5239 -0.7173
C -0.960814 -0.506466 0.631495 0.0420 1.0587 -0.3287
O -0.807295 -1.452229 1.460199 -0.0306 -0.2684 0.1320
C 0.466778 0.395557 0.624456 0.2520 -0.0908 0.6322
C 1.498813 0.414207 -0.403106 0.1538 -0.1851 -0.1170
O 0.643530 1.538512 -0.125234 -0.1829 0.1158 -0.0607
H -1.287175 0.356575 -1.324264 0.0504 -0.1747 0.1415
H -1.348833 -1.520242 -1.275199 0.0016 0.1652 0.0408
H -1.527669 0.428341 0.954259 0.0767 -0.2355 0.2845
H 0.686966 0.431064 1.688644 0.0985 0.0834 -0.1388
H 1.330368 -0.074701 -1.360391 -0.0289 0.0798 0.1714
H 2.537917 0.559157 -0.114295 -0.1611 -0.0247 -0.0399

=====

Record 3
12
Properties=species:S:1:pos:R:3:forces:R:3 method="wB97M-V/def2-TZVPD" e_tot_ha=-306.43112 homo_lumo_gap_ev=11.1 smiles="O=CC[C@H]1CO1" e_above_lowest_kcal_mol=47.2
O 1.323532 1.279536 1.036492 0.1259 -0.3755 -0.4042
C 1.613894 0.527023 0.138706 -0.0969 0.2408 0.2400
C 0.740438 -0.578631 -0.413406 -0.1306 0.0086 0.0315
C -0.705935 -0.633290 0.040161 0.1701 -0.1528 0.2645
C -1.515068 0.555809 0.316864 0.0076 0.2114 0.2463
O -1.676897 -0.174035 -0.890390 -0.0809 -0.0501 -0.2479
H 2.609026 0.596972 -0.353089 -0.0993 0.0002 0.0846
H 1.252659 -1.517138 -0.156769 -0.0413 0.1271 -0.0567
H 0.764792 -0.522221 -1.508462 0.0586 0.0309 0.0914
H -0.991590 -1.555907 0.547938 0.0161 0.1532 -0.0984
H -2.346879 0.478039 1.017865 0.1590 0.0183 -0.1148
H -1.067973 1.543842 0.224085 -0.0882 -0.2122 -0.0363

=====

Record 4
12
Properties=species:S:1:pos:R:3:forces:R:3 method="wB97M-V/def2-TZVPD" e_tot_ha=-306.38184 homo_lumo_gap_ev=8.3 e_above_lowest_kcal_mol=78.1
C 1.565490 0.290729 -1.209293 0.3148 0.0025 -0.3343
C 0.643640 0.710402 -0.164796 -0.3276 0.4524 -0.8964
O 0.579739 1.597446 0.588741 -0.9493 -2.0086 -0.9355
C -1.171520 -0.470623 1.388776 -0.5783 -0.6326 0.4148
C -1.568450 -0.600620 0.119269 -0.1785 0.3309 0.8185
O -0.666941 -0.581045 -0.853225 1.1822 1.5964 1.1451
H 0.901596 0.176635 -2.064514 0.4338 -0.0599 -0.2426
H 1.983830 -0.685803 -0.969052 -0.0066 0.0795 -0.0366
H 2.319985 1.060761 -1.344449 0.1936 -0.0951 -0.0378
H -0.150567 -0.744248 1.658240 -0.1079 0.5485 -0.0384
H -1.835621 -0.122946 2.158833 -0.2696 -0.5151 0.3181
H -2.630495 -0.658048 -0.151647 0.2935 0.3011 -0.1750

=====

Record 5
12
Properties=species:S:1:pos:R:3:forces:R:3 method="wB97M-V/def2-TZVPD" e_tot_ha=-306.33815 homo_lumo_gap_ev=10.3 e_above_lowest_kcal_mol=105.5
C -0.340074 -0.185656 1.402133 -0.0970 0.0249 -0.0563
C 0.598818 0.178946 0.275500 -0.0940 0.4084 0.5363
O 1.455512 -0.868242 -0.109774 0.1210 0.5362 0.1299
C 0.807734 -0.293306 -1.210438 -0.1832 0.0999 -0.4675
C -0.631349 -0.031522 -1.257636 -0.4242 0.0606 -0.2978
O -0.952751 1.140833 -1.442627 -0.6636 -0.6156 -0.9882
H -1.222444 0.458020 1.384174 0.0566 -0.0670 0.0066
H -0.635983 -1.239093 1.404310 0.0664 0.2071 -0.1274
H 0.202823 0.012001 2.335418 -0.0987 -0.0192 -0.1627
H 0.598867 1.278123 0.012566 1.7304 -0.6276 1.3638
H 1.463755 0.382245 -1.763974 -0.3700 0.0102 0.0517
H -1.344908 -0.832350 -1.029653 -0.0439 -0.0180 0.0116

=====

Record 6
12
Properties=species:S:1:pos:R:3:forces:R:3 method="wB97M-V/def2-TZVPD" e_tot_ha=-306.43486 homo_lumo_gap_ev=10.4 smiles="CC(=O)CC=O" e_above_lowest_kcal_mol=44.8
C 1.592699 0.305994 -0.736488 0.0775 0.1019 -0.2110
C 0.415830 0.686970 0.091056 0.0581 0.7417 -0.0818
O 0.247075 1.789022 0.574607 0.4629 0.3095 -0.7270
C -0.498790 -0.386548 0.561749 -0.3566 0.4841 0.2951
C -1.837636 -0.565231 -0.060114 -0.3677 -0.0108 -0.2517
O -2.155898 -1.527737 -0.711672 -0.0255 0.4461 0.0967
H 1.369744 -0.538893 -1.389019 0.0531 0.0841 -0.0233
H 2.369548 -0.004966 -0.025550 -0.0116 0.0703 -0.2206
H 1.923527 1.173787 -1.299259 0.2223 -0.0492 -0.0359
H -0.025736 -1.392997 0.363362 -0.2002 0.8727 1.7065
H -0.789174 0.341671 1.445849 0.5756 -3.0815 0.0178
H -2.537267 0.210371 0.290583 -0.4879 0.0312 -0.5648

=====

Record 7
12
Properties=species:S:1:pos:R:3:forces:R:3 method="wB97M-V/def2-TZVPD" e_tot_ha=-306.38429 homo_lumo_gap_ev=10.3 smiles="O=C1CC1.C=O" e_above_lowest_kcal_mol=76.6
O -0.696513 -1.349149 -0.475751 0.5165 0.4265 0.0019
C 0.214913 -0.573730 -0.325931 -0.0496 -0.4729 -0.1296
C 1.423170 -0.055076 -0.954095 0.0931 -0.0764 -0.2834
C 1.217705 -0.067300 0.610333 0.0041 -0.0745 0.2421
H 1.996766 -0.828812 -1.458678 0.2192 0.2002 0.1280
H 1.490100 0.939551 -1.397404 -0.1493 -0.3009 0.1612
H 1.666127 -0.827786 1.245699 0.1610 0.1242 -0.1586
H 1.186123 0.924465 1.062655 -0.2368 -0.2773 -0.1857
C -2.134057 0.457895 0.420831 -0.0949 0.2159 0.3395
O -2.336564 0.335317 1.597465 0.0313 0.1618 -0.3657
H -2.710495 -0.075178 -0.353999 -0.0680 0.1068 0.0933
H -1.317274 1.119804 0.028876 -0.4264 -0.0332 0.1570

=====

Record 8
12
Properties=species:S:1:pos:R:3:forces:R:3 method="wB97M-V/def2-TZVPD" e_tot_ha=-306.39777 homo_lumo_gap_ev=11.5 smiles=C1O[C@H]1[C@H]1CO1 e_above_lowest_kcal_mol=68.1
C 1.498227 0.661586 -0.191947 0.0173 0.1944 -0.2477
O 1.541800 -0.049810 1.036410 0.0566 -0.0223 0.1856
C 0.809799 -0.618367 -0.042019 -0.1969 -0.1326 -0.1354
C -0.673263 -0.749192 0.147067 0.1844 -0.0517 0.1572
C -1.599565 0.382732 0.116434 -0.0576 0.2290 0.1894
O -1.484239 -0.495969 -0.992663 -0.0689 -0.0814 -0.2061
H 0.937553 1.594403 -0.178235 0.0727 -0.1557 0.0377
H 2.434757 0.690345 -0.749351 -0.1560 -0.0142 0.1158
H 1.285042 -1.495598 -0.485253 -0.0816 0.1064 0.0779
H -0.978509 -1.631074 0.715624 0.0727 0.1520 -0.0870
H -1.238014 1.396281 -0.051024 -0.0056 -0.1964 0.0246
H -2.533584 0.314665 0.674954 0.1627 -0.0276 -0.1119